Record 1
{"formula": "C25H28N5RhS6", "method": "ωB97M-V/def2-TZVPD", "homo_lumo_gap_ev": 5.1046, "lumo_ha": -0.0411, "elements": ["Rh", "C", "N", "C", "C", "C", "C", "C", "C", "C", "N", "C", "C", "C", "C", "C", "C", "N", "C", "C", "H", "H", "H", "H", "H", "H", "H", "H", "H", "H", "H", "H", "H", "H", "H", "H", "H", "H", "H", "H", "S", "C", "S", "C", "C", "S", "S", "S", "C", "C", "C", "C", "N", "C", "S", "N", "C", "H", "H", "H", "H", "H", "H", "H", "H"], "positions_angstrom": [[0.73, 0.03, -0.09], [-0.75, -2.42, 1.22], [-0.01, -1.26, 1.73], [-0.87, -0.51, 2.66], [1.25, -1.62, 2.37], [1.34, -2.73, 3.19], [2.52, -3.06, 3.82], [3.64, -2.28, 3.59], [3.56, -1.16, 2.77], [2.36, -0.78, 2.16], [2.14, 0.33, 1.36], [2.73, 1.57, 1.38], [4.04, 1.88, 1.80], [4.51, 3.18, 1.80], [3.71, 4.23, 1.38], [2.43, 3.94, 0.94], [1.94, 2.64, 0.93], [0.59, 2.36, 0.48], [0.19, 3.19, -0.67], [-0.37, 2.57, 1.58], [-1.26, -2.97, 2.02], [-1.51, -2.07, 0.51], [-0.08, -3.10, 0.70], [-1.23, -1.17, 3.46], [-0.31, 0.30, 3.11], [-1.73, -0.11, 2.11], [0.46, -3.35, 3.33], [2.58, -3.93, 4.47], [4.59, -2.54, 4.03], [4.48, -0.63, 2.58], [4.72, 1.11, 2.10], [5.53, 3.37, 2.12], [4.07, 5.25, 1.38], [1.80, 4.75, 0.58], [-0.03, 4.22, -0.36], [0.98, 3.20, -1.41], [-0.70, 2.77, -1.12], [-0.48, 3.64, 1.80], [-1.34, 2.16, 1.29], [-0.02, 2.07, 2.47], [4.03, -2.60, -6.18], [3.36, -2.01, -4.81], [3.17, -0.32, -4.47], [2.39, -0.47, -2.91], [2.17, -1.72, -2.48], [1.43, -2.15, -0.99], [2.72, -3.01, -3.54], [1.98, 0.96, -2.05], [-4.44, -0.44, -4.99], [-4.30, -0.58, -3.52], [-5.32, -0.88, -2.66], [-5.04, -0.96, -1.28], [-3.84, -0.68, -0.80], [-2.86, -0.30, -1.62], [-1.40, 0.38, -1.14], [-3.08, -0.38, -2.98], [-6.10, -1.32, -0.30], [-5.45, -0.67, -5.31], [-3.75, -1.10, -5.51], [-4.20, 0.58, -5.29], [-6.32, -1.05, -3.03], [-2.29, -0.12, -3.57], [-7.04, -1.55, -0.80], [-6.26, -0.49, 0.39], [-5.78, -2.17, 0.30]], "mulliken_charge": [0.16, -1.17, 1.54, -1.36, 0.85, -0.47, -0.89, -0.81, -0.91, -0.10, 0.27, 0.06, -0.92, -0.91, -0.89, -0.49, 0.75, 1.98, -1.46, -1.35, 0.40, -0.06, 0.61, 0.37, 0.33, 0.20, 0.33, 0.40, 0.40, 0.47, 0.26, 0.41, 0.40, 0.32, 0.38, 0.59, 0.21, 0.36, 0.24, 0.29, -0.26, 0.10, -0.09, 0.08, 0.10, -0.32, -0.09, -0.31, -1.41, 0.83, -0.80, 0.98, -0.40, -0.07, -0.50, 0.01, -1.24, 0.35, 0.36, 0.35, 0.33, 0.27, 0.35, 0.30, 0.32]}

=====

Record 2
{"formula": "C25H28N6O2", "method": "ωB97M-V/def2-TZVPD", "homo_lumo_gap_ev": 8.3113, "relative_energy_ev": 0.8556, "lumo_ha": -0.0022, "smiles": "c1ccc(-c2n[nH]cc2-c2ccnc3ccccc23)nc1.CNC(=O)[C@@H](NC(C)=O)C(C)C", "elements": ["C", "C", "C", "C", "C", "N", "N", "C", "C", "C", "C", "C", "N", "C", "C", "C", "C", "C", "C", "N", "C", "H", "H", "H", "H", "H", "H", "H", "H", "H", "H", "H", "H", "C", "N", "C", "O", "C", "N", "C", "C", "O", "C", "C", "C", "H", "H", "H", "H", "H", "H", "H", "H", "H", "H", "H", "H", "H", "H", "H", "H"], "positions_angstrom": [[3.33, 0.77, 0.55], [2.18, 0.19, 0.01], [1.49, -0.73, 0.78], [1.96, -1.11, 2.05], [1.27, -2.15, 2.86], [1.34, -2.17, 4.18], [0.63, -3.26, 4.59], [0.10, -3.97, 3.53], [0.47, -3.30, 2.40], [0.19, -3.78, 1.03], [1.25, -3.89, 0.14], [1.04, -4.36, -1.16], [-0.16, -4.72, -1.60], [-1.21, -4.63, -0.77], [-2.46, -5.01, -1.27], [-3.61, -4.94, -0.47], [-3.51, -4.46, 0.84], [-2.26, -4.07, 1.35], [-1.09, -4.16, 0.57], [3.07, -0.52, 2.55], [3.74, 0.39, 1.83], [3.91, 1.49, -0.01], [1.84, 0.44, -0.99], [0.58, -1.19, 0.38], [0.54, -3.54, 5.57], [-0.47, -4.90, 3.58], [2.26, -3.63, 0.45], [1.89, -4.44, -1.83], [-2.52, -5.36, -2.29], [-4.57, -5.24, -0.87], [-4.39, -4.39, 1.46], [-2.23, -3.68, 2.36], [4.63, 0.85, 2.25], [-0.08, 2.47, 2.29], [0.33, 2.62, 0.89], [-0.30, 3.38, -0.01], [-1.32, 4.01, 0.28], [0.25, 3.37, -1.44], [0.02, 2.09, -2.14], [-1.09, 1.36, -2.27], [-2.41, 1.80, -1.67], [-1.04, 0.32, -2.90], [-0.19, 4.59, -2.29], [0.36, 5.90, -1.71], [0.31, 4.50, -3.74], [0.69, 1.93, 2.85], [-0.23, 3.45, 2.74], [-1.02, 1.92, 2.34], [1.12, 2.08, 0.58], [1.33, 3.47, -1.33], [0.80, 1.70, -2.65], [-3.21, 1.20, -2.11], [-2.60, 2.85, -1.87], [-2.40, 1.63, -0.59], [-1.28, 4.65, -2.32], [1.45, 5.88, -1.68], [-0.03, 6.06, -0.70], [0.03, 6.75, -2.32], [0.05, 5.41, -4.28], [-0.16, 3.66, -4.25], [1.39, 4.38, -3.76]], "mulliken_charge": [-0.02, -1.12, 0.15, 0.09, -0.45, -0.74, 0.04, -1.14, 0.90, 0.79, -0.08, -0.59, -0.68, 0.07, -0.39, -0.46, -0.81, -0.66, 0.75, -0.60, -0.48, 0.38, 0.57, 0.59, 0.21, 0.56, 0.53, 0.39, 0.47, 0.38, 0.40, 0.47, 0.44, -1.04, 0.17, 0.12, -0.64, -0.19, 0.09, 0.56, -0.96, -0.70, 0.74, -1.60, -1.61, 0.36, 0.31, 0.31, -0.06, 0.53, 0.40, 0.36, 0.27, 0.19, 0.10, 0.36, 0.35, 0.44, 0.46, 0.32, 0.35]}

=====

Record 3
{"formula": "C25H28N8O2Pt", "method": "ωB97M-V/def2-TZVPD", "homo_lumo_gap_ev": [4.9035, 6.7782], "relative_energy_ev": 0.0000, "multiplicity": 3, "lumo_ha": [-0.0086, -0.0086], "elements": ["Pt", "C", "N", "C", "N", "C", "N", "C", "C", "C", "C", "C", "C", "C", "N", "N", "C", "O", "C", "C", "C", "C", "C", "C", "N", "C", "N", "C", "N", "C", "H", "H", "H", "H", "H", "H", "H", "H", "H", "H", "H", "H", "H", "H", "H", "H", "C", "H", "H", "C", "C", "O", "C", "C", "H", "H", "H", "H", "H", "H", "H", "H", "H", "H"], "positions_angstrom": [[-3.31, -0.54, 0.76], [0.22, 3.47, 2.82], [-0.57, 2.25, 2.73], [-1.28, 1.80, 1.70], [-1.76, 0.60, 1.97], [-1.29, 0.36, 3.23], [-0.56, 1.33, 3.72], [1.67, 3.24, 2.46], [2.67, 3.45, 3.39], [4.00, 3.21, 3.06], [4.33, 2.75, 1.80], [3.32, 2.53, 0.86], [2.00, 2.79, 1.19], [3.67, 2.00, -0.46], [4.83, 1.76, -0.94], [4.62, 1.20, -2.21], [3.35, 1.15, -2.37], [2.67, 1.65, -1.31], [2.59, 0.61, -3.51], [3.29, 0.04, -4.57], [2.58, -0.52, -5.62], [1.19, -0.51, -5.60], [0.49, 0.06, -4.55], [-1.02, 0.07, -4.54], [-1.57, -0.53, -3.34], [-1.94, 0.06, -2.20], [-2.31, -0.85, -1.32], [-2.16, -2.01, -2.00], [-1.70, -1.87, -3.23], [1.21, 0.63, -3.50], [0.12, 3.84, 3.84], [-0.24, 4.19, 2.14], [-1.46, 2.36, 0.79], [-1.51, -0.54, 3.78], [2.42, 3.79, 4.39], [4.78, 3.37, 3.79], [5.35, 2.53, 1.53], [1.23, 2.62, 0.45], [4.37, 0.03, -4.55], [3.11, -0.97, -6.45], [0.64, -0.97, -6.42], [-1.40, -0.49, -5.39], [-1.40, 1.09, -4.60], [-1.94, 1.13, -2.05], [-2.38, -2.97, -1.56], [0.69, 1.07, -2.66], [-5.19, -0.93, 0.44], [-5.67, -1.86, 0.76], [-5.88, -0.21, 0.00], [0.22, -2.67, 0.85], [-0.65, -3.17, 1.98], [-1.99, -3.18, 1.55], [-2.88, -3.85, 2.43], [-3.36, -2.96, 3.56], [1.25, -2.55, 1.18], [-0.16, -1.71, 0.49], [0.20, -3.38, 0.01], [-0.52, -2.52, 2.86], [-0.35, -4.18, 2.29], [-2.39, -4.75, 2.82], [-3.72, -4.16, 1.81], [-2.60, -2.83, 4.33], [-4.25, -3.39, 4.03], [-3.64, -1.98, 3.15]], "mulliken_charge": [0.66, -1.29, 0.86, 0.03, -0.49, -0.44, -1.00, 1.05, -0.73, -0.70, -0.94, -0.05, 0.02, 0.66, -0.49, -0.48, 0.66, -0.25, -0.03, -0.96, -0.71, -0.73, 1.09, -1.24, 0.87, -0.10, -0.30, -0.50, -0.97, -0.10, 0.41, 0.32, 0.41, 0.45, 0.39, 0.40, 0.53, 0.51, 0.53, 0.40, 0.38, 0.39, 0.30, 0.43, 0.53, 0.57, -1.00, 0.35, 0.34, -1.08, -0.27, -0.23, -0.44, -0.99, 0.42, 0.07, 0.31, 0.20, 0.41, 0.39, 0.32, 0.31, 0.40, 0.13]}

=====

Record 4
{"formula": "C25H28NO2P", "method": "ωB97M-V/def2-TZVPD", "homo_lumo_gap_ev": 9.7959, "lumo_ha": 0.0241, "smiles": "C[C@@]1([C@@H](NP(=O)(c2ccccc2)c2ccccc2)c2ccccc2)C[C@H]1CCO", "elements": ["C", "C", "C", "N", "P", "O", "C", "C", "C", "C", "C", "C", "C", "C", "C", "C", "C", "C", "C", "C", "C", "C", "C", "C", "C", "C", "C", "C", "O", "H", "H", "H", "H", "H", "H", "H", "H", "H", "H", "H", "H", "H", "H", "H", "H", "H", "H", "H", "H", "H", "H", "H", "H", "H", "H", "H", "H"], "positions_angstrom": [[-1.93, -0.16, -2.28], [-1.78, -0.81, -0.92], [-1.31, 0.15, 0.18], [-0.10, 0.86, -0.24], [1.37, 0.03, -0.34], [1.40, -1.01, -1.38], [2.53, 1.40, -0.67], [3.82, 1.33, -0.19], [4.73, 2.32, -0.52], [4.35, 3.37, -1.34], [3.06, 3.42, -1.84], [2.15, 2.43, -1.51], [1.75, -0.57, 1.34], [1.87, -1.93, 1.59], [2.10, -2.37, 2.88], [2.21, -1.47, 3.92], [2.09, -0.11, 3.67], [1.85, 0.34, 2.39], [-2.40, 1.14, 0.50], [-2.52, 2.34, -0.20], [-3.54, 3.22, 0.09], [-4.46, 2.93, 1.09], [-4.33, 1.75, 1.80], [-3.31, 0.87, 1.52], [-2.76, -1.88, -0.53], [-1.34, -2.24, -0.83], [-0.96, -3.03, -2.07], [-0.09, -4.24, -1.71], [1.09, -3.87, -1.04], [-2.30, -0.88, -3.00], [-2.63, 0.67, -2.23], [-0.96, 0.20, -2.62], [-1.12, -0.45, 1.08], [0.01, 1.71, 0.31], [4.11, 0.51, 0.45], [5.74, 2.28, -0.14], [5.06, 4.14, -1.60], [2.76, 4.23, -2.49], [1.14, 2.45, -1.90], [1.78, -2.63, 0.77], [2.19, -3.43, 3.07], [2.39, -1.82, 4.92], [2.18, 0.60, 4.49], [1.76, 1.40, 2.19], [-1.81, 2.57, -0.98], [-3.63, 4.14, -0.47], [-5.25, 3.62, 1.31], [-5.04, 1.52, 2.59], [-3.22, -0.04, 2.09], [-3.11, -1.93, 0.49], [-3.52, -2.14, -1.25], [-0.72, -2.49, 0.03], [-0.38, -2.39, -2.74], [-1.85, -3.37, -2.60], [-0.63, -4.92, -1.05], [0.17, -4.78, -2.64], [1.37, -3.01, -1.38]], "mulliken_charge": [-1.92, 1.04, -0.32, -0.10, 1.17, -0.88, 0.25, -0.51, -0.70, -0.43, -0.67, -0.27, 0.46, -0.48, -0.70, -0.44, -0.78, -0.18, 0.10, -0.14, -0.89, -0.43, -0.78, -0.43, -1.02, 0.44, -1.14, -0.90, -0.52, 0.52, 0.43, 0.22, 0.58, 0.53, 0.44, 0.39, 0.39, 0.41, 0.32, 0.44, 0.45, 0.39, 0.40, 0.38, 0.43, 0.40, 0.39, 0.40, 0.38, 0.19, 0.34, 0.46, 0.35, 0.49, 0.39, 0.35, 0.35]}

=====

Record 5
{"formula": "C25H29AsBrFeN4O3S", "method": "ωB97M-V/def2-TZVPD", "homo_lumo_gap_ev": 6.4356, "relative_energy_ev": 0.4045, "lumo_ha": -0.1302, "charge": 1, "elements": ["Fe", "Br", "C", "C", "C", "C", "O", "C", "C", "N", "C", "C", "C", "C", "C", "C", "C", "C", "N", "C", "C", "H", "H", "H", "H", "H", "H", "H", "H", "H", "H", "O", "C", "S", "C", "N", "C", "N", "O", "H", "H", "H", "H", "C", "C", "As", "C", "C", "C", "C", "H", "H", "H", "H", "H", "H", "H", "H", "H", "H", "H", "H", "H", "H", "H"], "positions_angstrom": [[0.24, -0.23, 0.60], [5.35, 3.83, 2.96], [3.77, 2.96, 2.37], [2.59, 3.28, 3.06], [1.27, 2.93, 2.78], [0.90, 1.84, 1.98], [-0.19, 1.64, 1.36], [2.82, 1.43, 0.73], [2.38, 1.32, -0.60], [1.29, 0.66, -0.92], [0.94, 0.69, -2.28], [1.92, 0.68, -3.26], [1.66, 0.89, -4.62], [0.38, 1.15, -5.02], [-0.67, 1.09, -4.08], [-2.00, 1.33, -4.47], [-3.02, 1.22, -3.58], [-2.71, 0.77, -2.29], [-1.47, 0.56, -1.89], [-0.41, 0.78, -2.72], [3.83, 2.29, 1.16], [2.71, 4.04, 3.82], [0.48, 3.53, 3.20], [2.93, 1.87, -1.36], [2.95, 0.50, -2.96], [2.47, 0.88, -5.32], [0.14, 1.38, -6.05], [-2.20, 1.60, -5.51], [-4.05, 1.40, -3.84], [-3.47, 0.52, -1.56], [4.66, 2.52, 0.48], [-2.44, -0.74, -0.13], [-1.38, -0.30, -0.35], [2.25, -0.48, 2.67], [1.97, 0.83, 1.76], [-2.19, -1.74, 3.67], [-1.67, -0.79, 2.87], [-2.25, 0.41, 2.85], [-0.65, -1.07, 2.20], [-2.95, -1.56, 4.30], [-1.73, -2.63, 3.70], [-3.12, 0.58, 3.32], [-1.84, 1.13, 2.27], [-0.94, -3.46, -2.15], [0.47, -2.91, -1.98], [1.01, -2.38, -0.17], [0.71, -3.94, 0.96], [-0.75, -4.22, 1.27], [2.95, -2.36, -0.47], [3.63, -3.72, -0.37], [-1.17, -3.58, -3.21], [-1.69, -2.80, -1.72], [-1.05, -4.44, -1.69], [0.60, -2.00, -2.57], [1.22, -3.63, -2.34], [1.27, -3.73, 1.87], [1.19, -4.81, 0.49], [-1.28, -3.31, 1.57], [-0.83, -4.95, 2.08], [-1.28, -4.64, 0.42], [3.38, -1.65, 0.24], [3.07, -1.94, -1.47], [3.63, -4.10, 0.65], [4.67, -3.65, -0.70], [3.14, -4.47, -1.00]], "mulliken_charge": [0.12, -0.18, -0.15, -0.23, -0.98, 0.86, -0.91, -0.64, 0.06, 0.93, -0.74, 0.03, -1.31, -0.81, 0.91, -0.66, -0.96, -0.12, 0.04, 0.79, -0.94, 0.42, 0.45, 0.74, 0.55, 0.43, 0.42, 0.44, 0.42, 0.52, 0.49, -0.59, 0.47, -0.04, 0.50, -0.39, 0.46, -0.28, -0.26, 0.18, 0.24, 0.17, 0.29, -1.36, -0.37, 0.48, -0.71, -0.83, -0.32, -1.43, 0.42, 0.24, 0.35, 0.09, 0.66, 0.45, 0.45, -0.06, 0.40, 0.20, 0.28, 0.24, 0.33, 0.44, 0.29]}

=====

Record 6
{"formula": "C25H29Br4F7O21", "method": "ωB97M-V/def2-TZVPD", "homo_lumo_gap_ev": 10.3614, "relative_energy_ev": 0.0000, "lumo_ha": 0.0054, "smiles": "O=C1OC[C@@H](F)O1.O=C1OC[C@@H](F)O1.O=C1OC[C@@H](F)O1.O=C1OC[C@@H](F)O1.O=C1OC[C@@H](F)O1.O=C1OC[C@@H](F)O1.O=C1OC[C@@H](F)O1.BrCCBr.BrCCBr", "elements": ["O", "C", "O", "C", "C", "F", "O", "H", "H", "H", "O", "C", "O", "C", "C", "F", "O", "H", "H", "H", "O", "C", "O", "C", "C", "F", "O", "H", "H", "H", "O", "C", "O", "C", "C", "F", "O", "H", "H", "H", "O", "C", "O", "C", "C", "F", "O", "H", "H", "H", "O", "C", "O", "C", "C", "F", "O", "H", "H", "H", "O", "C", "O", "C", "C", "F", "O", "H", "H", "H", "Br", "C", "C", "Br", "H", "H", "H", "H", "Br", "C", "C", "Br", "H", "H", "H", "H"], "positions_angstrom": [[-3.47, -0.96, 1.45], [-3.30, -1.24, 2.61], [-3.69, -2.38, 3.17], [-3.44, -2.30, 4.59], [-2.69, -0.99, 4.83], [-1.46, -1.29, 5.30], [-2.73, -0.40, 3.57], [-4.37, -2.47, 5.13], [-2.72, -3.04, 4.89], [-3.14, -0.27, 5.53], [-0.47, -3.12, 3.00], [-0.26, -3.64, 1.94], [-0.56, -3.15, 0.80], [-0.35, -4.08, -0.22], [0.48, -5.09, 0.43], [1.82, -4.94, 0.13], [0.28, -4.90, 1.79], [-1.32, -4.41, -0.55], [0.16, -3.64, -1.07], [0.19, -6.12, 0.23], [-4.02, 6.98, 1.21], [-4.19, 6.08, 0.47], [-4.96, 6.01, -0.61], [-4.98, 4.70, -1.14], [-3.77, 4.02, -0.47], [-2.72, 4.03, -1.31], [-3.56, 4.89, 0.63], [-5.94, 4.24, -0.84], [-4.90, 4.78, -2.24], [-3.85, 2.93, -0.18], [4.65, 2.27, -1.12], [5.08, 2.66, -0.11], [6.01, 3.66, -0.03], [6.25, 3.91, 1.36], [5.20, 2.96, 2.06], [4.05, 3.66, 2.38], [4.89, 2.04, 1.12], [7.27, 3.58, 1.54], [5.95, 4.95, 1.56], [5.64, 2.50, 2.93], [-7.61, 2.50, -0.68], [-6.95, 1.57, -1.01], [-7.29, 0.74, -2.08], [-6.37, -0.38, -2.05], [-5.23, 0.14, -1.14], [-4.39, 0.82, -2.01], [-5.83, 1.09, -0.34], [-6.81, -1.27, -1.72], [-6.01, -0.48, -3.08], [-4.66, -0.54, -0.55], [1.95, -2.66, -4.54], [2.37, -1.53, -4.30], [3.12, -0.77, -5.09], [3.34, 0.54, -4.48], [2.44, 0.51, -3.26], [1.31, 1.22, -3.48], [2.05, -0.92, -3.12], [4.38, 0.79, -4.38], [2.81, 1.24, -5.18], [2.85, 0.80, -2.34], [8.64, -3.74, 2.64], [7.62, -3.19, 2.63], [6.65, -3.18, 3.57], [5.48, -2.54, 3.09], [5.95, -1.82, 1.85], [6.32, -0.56, 2.11], [7.05, -2.54, 1.48], [4.78, -3.29, 2.81], [5.10, -1.82, 3.82], [5.17, -1.75, 1.07], [-0.03, 0.03, -6.03], [-1.42, -0.37, -4.88], [-1.15, -1.51, -3.89], [-2.68, -1.93, -2.83], [-2.22, -0.66, -5.56], [-1.72, 0.40, -4.14], [-0.34, -1.26, -3.20], [-0.93, -2.43, -4.44], [1.84, 0.22, 2.73], [0.44, 1.19, 1.79], [-0.20, 0.32, 0.77], [-1.24, 1.38, -0.47], [0.78, 2.15, 1.37], [-0.28, 1.51, 2.51], [-0.78, -0.51, 1.12], [0.68, 0.05, 0.10]], "mulliken_charge": [-0.43, 0.63, -0.35, -0.47, 0.33, -0.27, -0.26, 0.32, 0.30, 0.25, -0.49, 0.40, -0.03, -0.14, 0.25, -0.28, -0.36, 0.28, 0.11, 0.26, -0.53, 0.54, -0.34, -0.22, 0.68, -0.29, -0.34, 0.15, 0.28, -0.05, -0.44, 0.49, -0.34, -0.44, 0.30, -0.32, -0.15, 0.33, 0.30, 0.27, -0.52, 0.55, -0.34, -0.35, 0.36, -0.25, -0.24, 0.31, 0.27, 0.28, -0.59, 0.55, -0.32, -0.48, 0.33, -0.24, -0.15, 0.33, 0.28, 0.25, -0.42, 0.56, -0.35, -0.43, 0.43, -0.34, -0.38, 0.36, 0.27, 0.29, -0.11, -0.53, -0.25, -0.16, 0.38, 0.29, -0.06, 0.46, -0.18, -0.70, 0.05, -0.04, 0.48, 0.43, -0.16, 0.14]}